Entry 1:
C17H21CeN7OSeSi | ωB97M-V/def2-TZVPD

Its energy above the lowest of the compared OMol25 structures with the same formula, charge and spin is 19.9 kcal/mol. The value obtained for the total energy is -116584.187 eV. The value obtained for the LUMO energy (spin up / spin down) is -8.0 / -8.0 eV. Its max |F| is 2.62 eV Å⁻¹.

Structure (ORCA input):
```
! RIJCOSX wB97M-V def2-TZVPD def2/J DEFGRID3
* xyz 2 1
Ce -0.596 0.814 -1.274
C 3.406 -1.188 -2.829
Si 1.550 -1.356 -2.503
C 0.352 -0.410 -3.680
C 1.081 -3.126 -2.197
N 1.012 -0.397 -1.069
C 1.551 -0.608 0.214
C 2.789 -1.172 0.443
C 3.360 -1.169 1.716
C 2.758 -0.581 2.854
C 1.448 -0.131 2.672
C 0.911 -0.184 1.419
O -0.437 0.277 1.154
C -1.490 -0.297 1.894
C -2.681 0.364 1.954
C -3.766 -0.293 2.546
C -3.652 -1.524 3.159
C -2.432 -2.162 3.154
C -1.359 -1.578 2.445
H 3.663 -1.712 -3.753
H 4.069 -1.560 -2.043
H 3.721 -0.157 -3.031
H 0.418 -0.687 -4.742
H 0.693 0.643 -3.672
H -0.696 -0.563 -3.407
H 1.125 -3.555 -3.198
H 0.076 -3.372 -1.820
H 1.883 -3.653 -1.626
H 3.335 -1.654 -0.312
H 4.395 -1.589 1.824
H 3.246 -0.586 3.807
H 0.954 0.234 3.572
H -2.873 1.304 1.425
H -4.704 0.250 2.407
H -4.570 -2.061 3.537
H -2.204 -3.132 3.631
H -0.420 -2.091 2.406
Se -5.327 -0.640 -1.031
C -3.648 -0.351 -1.088
N -2.445 -0.198 -1.195
N 0.420 4.706 1.062
N -0.326 4.371 -0.061
N -1.096 5.237 -0.607
C -1.658 4.550 -1.627
N -1.192 3.267 -1.595
N -0.329 3.195 -0.611
H 0.866 5.595 0.800
H 1.122 3.996 1.260
H -2.305 4.933 -2.382
*
```

***

Entry 2:
C17H21Cl3MoO3 | ωB97M-V/def2-TZVPD

Its energy above the lowest of the compared OMol25 structures with the same formula, charge and spin is 0.0 kcal/mol. The value obtained for the total energy is -63538.408 eV. The value obtained for the LUMO energy (spin up / spin down) is 4.4 / 4.5 eV. Its max |F| is 3.77 eV Å⁻¹.

Structure (ORCA input):
```
! RIJCOSX wB97M-V def2-TZVPD def2/J DEFGRID3
* xyz -2 3
C 2.761 0.271 -2.091
C 3.096 1.269 -1.124
C 2.190 2.358 -1.303
C 4.189 1.220 -0.127
C 1.323 2.060 -2.441
C 1.689 0.747 -2.925
C 1.034 -0.055 -3.997
C 3.042 -1.164 -1.964
C 2.253 3.645 -0.597
C 0.147 2.840 -2.845
Mo 0.622 0.751 -0.880
Cl 3.578 -1.873 2.183
Cl -1.565 0.360 -1.499
Cl 0.651 1.454 1.306
H 4.467 0.203 0.177
H 3.923 1.756 0.790
H 5.091 1.714 -0.513
H 2.615 3.531 0.423
H 1.274 4.110 -0.577
H 2.935 4.314 -1.128
H -0.177 3.487 -2.034
H -0.695 2.197 -3.098
H 0.405 3.451 -3.703
H 0.163 0.489 -4.381
H 0.721 -1.061 -3.658
H 1.735 -0.203 -4.833
H 3.922 -1.407 -1.356
H 3.103 -1.673 -2.944
H 2.133 -1.522 -1.188
O 1.094 -1.106 -0.309
H 1.483 -1.292 0.604
O -1.840 -0.327 3.167
C -2.988 -0.252 2.707
O -3.629 0.566 2.033
C -3.781 -1.469 3.057
C -3.970 -2.482 2.122
C -4.685 -3.643 2.462
C -5.220 -3.776 3.755
C -5.027 -2.750 4.707
C -4.306 -1.600 4.339
H -3.554 -2.365 1.122
H -4.833 -4.454 1.726
H -5.789 -4.671 4.036
H -5.437 -2.854 5.730
H -4.145 -0.796 5.068
*
```

***

Entry 3:
C17H21CrF3MgN4O17P2 | ωB97M-V/def2-TZVPD

The value obtained for the total energy is -119342.372 eV. The value obtained for the LUMO energy (spin up / spin down) is 1.8 / 1.8 eV. Its max |F| is 10.50 eV Å⁻¹.

Structure (ORCA input):
```
! RIJCOSX wB97M-V def2-TZVPD def2/J DEFGRID3
* xyz -1 4
Cr -2.403 2.028 0.472
Mg -0.344 1.811 2.840
P -0.206 0.314 0.611
O 0.805 1.184 1.439
O -1.340 0.665 1.636
O 0.135 -1.106 0.299
O -0.916 1.158 -0.504
P -2.439 4.199 1.906
O -1.191 3.242 1.873
O -3.135 2.726 2.250
O -3.190 3.894 0.519
O -2.981 4.732 3.221
C 3.427 -0.682 2.798
C 3.652 -0.615 1.281
O 4.460 -1.711 0.988
C 4.983 -2.192 2.168
O 5.727 -3.102 2.198
O 4.497 -1.505 3.205
F 4.301 0.551 0.921
H 2.447 -1.159 2.902
H 3.204 0.310 3.187
H 2.685 -0.567 0.779
C 2.158 -3.291 -1.171
C 0.790 -3.934 -0.916
O 0.951 -4.513 0.359
C 2.273 -4.546 0.688
O 2.668 -4.984 1.711
O 3.000 -4.117 -0.346
F 0.561 -4.962 -1.793
H 2.132 -2.282 -0.762
H 2.532 -3.390 -2.183
H -0.016 -3.207 -0.901
C 2.113 2.906 -1.276
C 0.937 3.829 -0.931
O 0.413 4.126 -2.177
C 1.436 4.060 -3.092
O 1.340 4.518 -4.170
O 2.507 3.516 -2.526
F 1.426 4.934 -0.259
H 1.840 1.862 -1.411
H 2.944 2.997 -0.584
H 0.286 3.357 -0.211
C -1.031 -0.895 -2.718
C -1.447 -0.568 -4.083
N -1.814 -0.320 -5.143
H -0.596 -1.892 -2.734
H -1.929 -0.923 -2.103
H -0.381 -0.121 -2.326
C -3.949 -2.057 0.857
C -4.013 -0.610 0.799
N -4.000 0.539 0.807
H -2.951 -2.461 0.691
H -4.592 -2.569 0.141
H -4.312 -2.329 1.851
C -0.310 -2.027 3.362
C 0.173 -0.767 3.885
N 0.518 0.251 4.279
H 0.328 -2.839 3.719
H -0.414 -2.056 2.278
H -1.258 -2.213 3.875
C -3.798 2.124 -4.237
C -3.636 2.016 -2.795
N -3.515 1.910 -1.664
H -3.066 2.861 -4.582
H -4.680 2.730 -4.469
H -3.796 1.162 -4.727
*
```

***

Entry 4:
C17H21FN4O3 | ωB97M-V/def2-TZVPD

Its energy above the lowest of the compared OMol25 structures with the same formula, charge and spin is 0.0 kcal/mol. As for the structure (SMILES): CCOC(=O)N1CCN(Cc2nc(Cc3cccc(F)c3)no2)CC1. The value obtained for the total energy is -32790.084 eV. The value obtained for the LUMO energy is 0.7 eV. Its max |F| is 1.23 eV Å⁻¹.

Structure (ORCA input):
```
! RIJCOSX wB97M-V def2-TZVPD def2/J DEFGRID3
* xyz 0 1
C 4.399 -3.385 0.044
C 5.481 -2.321 -0.081
H 6.257 -2.458 0.676
H 5.924 -2.352 -1.081
O 4.965 -1.013 0.159
C 4.345 -0.425 -0.892
O 4.232 -0.936 -1.982
N 3.919 0.825 -0.595
C 3.874 1.378 0.738
H 4.494 0.779 1.402
C 2.426 1.408 1.230
N 1.634 2.195 0.299
C 0.304 2.500 0.792
C -0.499 1.276 1.075
N -1.013 0.450 0.215
C -1.543 -0.532 1.001
N -1.356 -0.315 2.271
O -0.672 0.861 2.335
C -2.294 -1.689 0.453
C -3.681 -1.225 0.082
C -4.792 -1.647 0.797
C -6.058 -1.196 0.461
C -6.232 -0.311 -0.588
C -5.113 0.107 -1.285
C -3.843 -0.334 -0.971
H -2.991 0.023 -1.529
F -5.267 0.976 -2.307
H -7.208 0.055 -0.865
H -6.916 -1.535 1.022
H -4.668 -2.333 1.622
H -2.338 -2.472 1.209
H -1.774 -2.052 -0.435
H -0.211 3.099 0.038
H 0.398 3.075 1.717
C 1.645 1.593 -1.024
C 3.086 1.542 -1.534
H 3.136 1.029 -2.495
H 3.475 2.560 -1.635
H 1.042 2.210 -1.692
H 1.223 0.576 -1.017
H 2.379 1.875 2.216
H 2.059 0.370 1.315
H 4.260 2.402 0.697
H 4.840 -4.370 -0.077
H 3.921 -3.325 1.019
H 3.649 -3.237 -0.730
*
```